# 1
2 unconnected molecules or ions with the total composition C7H11N in a non-equilibrium geometry, computed with the ωB97M-V functional and the def2-TZVPD basis.

The geometry in XYZ format:
```
19
Properties=species:S:1:pos:R:3:forces:R:3
C -0.030 -0.933 -1.299 1.2557 -0.5853 0.9008
C -0.668 0.998 0.350 -2.3311 2.0341 -2.0598
C -1.982 0.472 0.878 0.1113 0.1318 -0.2755
N -0.681 0.309 -1.560 0.3145 1.3359 2.8118
C 0.802 -0.641 -0.025 0.7477 -3.7243 -0.4220
C 0.685 -1.483 1.051 0.0509 1.1855 -0.9835
C 1.933 0.201 -0.249 -0.2173 0.6950 0.4100
C 2.876 0.909 -0.472 -0.2337 -0.1047 0.0380
H 0.015 0.942 -1.959 -0.0228 0.0040 0.1617
H -0.777 -1.690 -1.058 0.1265 -0.1195 -0.1045
H 0.634 -1.271 -2.104 -0.2951 -0.0357 -0.0769
H -0.749 1.978 -0.111 -0.6146 0.2050 0.0284
H 0.020 1.225 1.168 0.7472 -1.0302 -0.5300
H -2.700 0.329 0.074 0.0131 0.0054 -0.0348
H -2.406 1.201 1.576 0.0593 -0.0478 0.0761
H -1.863 -0.473 1.404 0.0715 -0.0799 0.0656
H 0.993 -1.180 2.041 0.5062 -0.1450 0.0111
H 0.197 -2.441 0.948 -0.4965 0.2052 0.0449
H 3.700 1.547 -0.654 0.2071 0.0707 -0.0614
```
Forces are in eV/Å.

Values from the calculation:
Maximum force in eV/A: 3.8
Spin multiplicity: 1
Highest occupied orbital energy (alpha / beta) in eV: -8.5 / -8.5
E_LUMO (alpha / beta) in eV: 0.039 / 0.039

Mulliken atomic charge list, values in e, 2 entries: C -0.6910; C -0.4534


# 2
A molecular structure, C24H66Ag2NO25P4 in a non-equilibrium geometry, computed with the ωB97M-V functional and the def2-TZVPD basis.

The geometry in XYZ format:
```
122
Properties=species:S:1:pos:R:3:forces:R:3
Ag -0.661 3.206 0.213 -0.2845 -0.4386 -0.0863
Ag -0.569 1.881 3.558 -0.4989 -0.7286 -0.3844
N -0.318 0.218 0.222 1.3532 -2.8163 -0.6405
O 0.278 -0.849 -0.004 -0.1470 0.5332 0.1438
O -0.279 0.718 1.339 0.6348 1.5637 3.9116
O -0.949 0.788 -0.619 -1.7211 1.5561 -2.6927
C 0.314 -1.785 -6.203 -1.0441 0.9015 0.2106
O 1.154 -2.347 -5.197 1.9806 0.7757 1.0788
P 2.351 -1.341 -4.626 0.3339 -0.6690 -0.7505
O 3.471 -1.171 -5.589 -1.5864 0.2534 1.3638
O 1.651 0.067 -4.172 -0.0122 -0.9139 -1.1811
C 0.487 0.156 -3.345 0.6706 -0.0802 1.5252
O 2.788 -1.989 -3.195 -2.0637 -0.7604 -2.2985
C 3.988 -1.547 -2.654 1.2553 1.1853 1.4806
H -0.350 -1.149 -5.617 -0.3323 0.3825 -0.6323
H -0.320 -2.491 -6.740 0.3631 -0.7057 0.6133
H 0.789 -1.223 -7.007 0.6216 0.1245 0.3975
H 0.775 0.789 -2.506 -0.0693 0.0920 -0.0313
H 0.235 -0.788 -2.861 -0.0905 -0.1955 -0.3599
H -0.403 0.622 -3.767 0.3329 -0.1549 -0.7167
H 4.891 -2.132 -2.831 -0.3172 -0.3050 -0.7802
H 3.876 -1.586 -1.570 -0.1758 0.1173 0.0883
H 4.178 -0.506 -2.915 0.1873 -0.0949 -0.0041
C 1.407 -4.160 -0.514 1.1717 0.6721 0.2672
O 0.451 -4.883 0.252 -0.7248 -0.7118 1.8402
P 0.788 -5.387 1.792 0.1133 -0.1315 -0.5670
O 1.814 -6.467 1.812 -1.3157 1.9222 0.5775
O 1.118 -4.013 2.656 0.4976 -2.2212 -0.8839
C 0.453 -2.801 2.390 -0.6095 0.1743 -0.4749
O -0.682 -5.769 2.385 0.8802 -0.2881 -0.5002
C -0.841 -6.111 3.804 0.0858 0.6192 -0.4514
H 0.986 -3.252 -0.945 -0.4025 -0.0641 0.2384
H 1.888 -4.690 -1.335 -0.5159 -0.6792 0.1445
H 2.231 -3.868 0.138 0.1263 0.2279 0.0360
H -0.079 -2.485 3.288 0.4431 0.3340 0.2496
H -0.334 -2.891 1.642 0.1459 -0.2184 -0.2350
H 1.187 -2.101 1.990 -0.2656 0.2560 0.3931
H -1.028 -5.155 4.295 0.1654 -0.1479 0.3275
H 0.010 -6.632 4.241 0.2154 0.2139 -0.3092
H -1.709 -6.751 3.961 -0.0223 0.0849 -0.6002
C -3.221 -1.964 5.670 1.0568 0.3006 0.7543
O -4.019 -1.260 4.708 0.1371 1.1043 -0.2519
P -3.732 0.321 4.409 -2.0444 -1.6537 -0.9642
O -2.310 0.711 4.647 -0.7917 0.5138 0.0800
O -4.203 0.433 2.855 0.1273 0.7225 2.6316
C -3.441 -0.239 1.881 0.1174 -1.0732 -1.3034
O -4.919 1.073 5.212 3.8097 -0.1841 -0.9353
C -6.258 0.812 4.934 -2.1202 -0.6372 -0.2914
H -2.484 -2.602 5.181 0.1320 0.3964 -0.2765
H -3.704 -2.640 6.376 -1.1345 0.2848 -0.5115
H -2.754 -1.210 6.303 0.4823 -0.2747 -0.0166
H -2.741 -0.964 2.298 0.2114 0.2204 0.1407
H -2.945 0.458 1.206 0.1807 0.1370 0.3011
H -4.123 -0.829 1.268 -0.1410 0.0113 0.0335
H -6.465 0.034 4.199 0.5926 -0.0692 -0.1985
H -6.731 1.716 4.550 0.0017 0.0410 0.3389
H -6.725 0.437 5.844 -0.0696 0.4422 0.0905
C 3.545 -0.417 1.094 -1.0237 -0.6206 0.8009
O 4.949 -0.424 1.041 2.0012 1.7817 -1.1208
P 5.721 0.775 0.187 -0.0451 -0.7121 -0.8939
O 5.472 0.710 -1.282 -0.0469 0.3751 2.1748
O 7.290 0.633 0.577 -2.4610 0.9728 0.8139
C 7.914 -0.611 0.374 1.0923 -1.0469 -0.9442
O 5.217 2.170 0.856 0.3405 -1.1660 -0.8609
C 5.632 2.553 2.151 0.0131 0.4017 1.1553
H 2.995 -0.091 0.212 0.4433 0.0798 -0.2508
H 3.212 0.153 1.961 -0.0196 0.3205 0.0080
H 3.248 -1.443 1.312 -0.0019 -0.0590 -0.2207
H 8.895 -0.422 -0.061 -0.0972 0.1829 -0.1685
H 7.347 -1.200 -0.348 0.0585 -0.1985 0.1167
H 8.133 -1.190 1.271 -0.6415 0.2758 0.3066
H 4.824 2.933 2.775 -0.6999 -0.3021 -0.3559
H 6.260 3.443 2.106 0.6932 -0.5297 -0.2270
H 6.018 1.706 2.719 0.5539 0.2229 -0.1592
C 0.227 6.246 -0.541 0.9710 1.6410 -0.0395
O -0.912 5.612 -0.021 -0.4064 -0.5832 0.1261
C -2.151 5.940 -0.688 0.9691 0.3377 0.6893
C -3.268 4.916 -0.398 1.5903 1.6254 -1.2009
O -2.765 3.660 -0.849 -1.0000 0.2918 -0.1437
C -3.809 2.713 -0.731 -0.9055 -0.7338 0.9316
H 0.377 6.243 -1.620 -0.4242 -0.8587 -0.2758
H 1.155 5.928 -0.066 -0.4294 -0.6652 0.0527
H 0.244 7.321 -0.359 -0.5842 0.3334 0.4161
H -1.891 6.044 -1.741 -0.4735 -0.6018 -0.3471
H -2.413 6.961 -0.409 -0.4454 -0.0014 0.3876
H -4.061 5.346 -1.010 -0.4702 -0.6649 -0.4088
H -3.685 4.909 0.610 0.5401 -0.2388 0.3427
H -4.746 3.033 -1.187 0.1551 0.2626 -0.4097
H -4.038 2.627 0.331 -0.1503 -0.1863 0.3005
H -3.593 1.701 -1.073 0.6848 0.3538 -0.3244
C 2.157 3.197 1.587 -0.3765 -0.8201 -0.7927
O 1.650 3.569 0.278 0.0551 -0.0767 0.8815
C 2.181 2.828 -0.828 1.1526 0.0547 -0.1735
C 1.649 3.345 -2.133 0.2209 1.2749 0.6346
O 0.266 3.320 -2.063 -2.0523 -0.8223 -0.5630
C -0.418 3.779 -3.231 -0.4664 0.2541 0.3780
H 1.592 3.685 2.380 -0.0861 0.6398 -0.3172
H 3.224 3.378 1.722 -0.1913 0.1577 -0.3182
H 1.947 2.135 1.713 0.3088 -0.3224 0.0272
H 1.993 1.754 -0.836 -0.3349 -0.2242 0.7991
H 3.263 2.960 -0.825 0.1615 -0.1335 -0.0724
H 2.057 2.733 -2.937 0.0778 0.1303 -0.2341
H 1.862 4.411 -2.212 0.9513 0.0720 -0.4736
H -1.488 3.584 -3.158 0.1262 -0.6980 0.3402
H -0.044 3.328 -4.149 0.2368 0.1268 0.0521
H -0.436 4.868 -3.255 0.7414 0.2357 -0.3459
C -2.925 -1.217 -3.837 -0.0443 0.1045 0.9502
O -2.879 -2.301 -2.879 -0.3651 0.6739 0.0186
C -2.437 -1.961 -1.542 1.3297 -0.1597 -0.9713
C -2.411 -3.165 -0.619 -0.7294 0.5219 -0.6601
O -3.747 -3.569 -0.512 -0.5237 -1.7595 0.1517
C -3.877 -4.988 -0.428 -0.0075 -0.6104 0.4901
H -3.554 -0.371 -3.561 -0.1689 0.1348 0.9585
H -3.426 -1.475 -4.770 0.5136 -0.9710 0.0452
H -1.938 -0.787 -4.004 0.0842 -0.3139 -0.2169
H -2.997 -1.140 -1.094 -0.4609 0.0316 -0.1171
H -1.394 -1.646 -1.573 0.1310 0.4079 -0.2392
H -2.023 -2.876 0.358 0.0948 0.3388 0.2410
H -1.745 -3.964 -0.945 -0.0927 -0.0477 -0.4458
H -4.916 -5.315 -0.478 -0.0778 0.5452 -0.0898
H -3.469 -5.417 0.487 0.0062 0.4226 0.6260
H -3.327 -5.578 -1.160 0.0799 0.5961 -0.7627
```
Forces are in eV/Å.

Values from the calculation:
Maximum force in eV/A: 4.3
Spin multiplicity: 1
Total charge: +1
Highest occupied orbital energy in eV: -11.2
E_LUMO in eV: -4.748

Mulliken atomic charge list, values in e, 2 entries: Ag 0.3857; Ag 0.6658


# 3
A single C3H6N4O2 molecule in a non-equilibrium geometry, computed with the ωB97M-V functional and the def2-TZVPD basis.

The geometry in XYZ format:
```
15
Properties=species:S:1:pos:R:3:forces:R:3
N -2.379 -1.083 0.090 -1.4621 0.6080 -0.0294
C -1.080 -0.725 0.041 3.2215 -1.6475 -0.3573
C 0.071 -1.491 0.025 -1.4493 -1.5046 -0.0254
N 1.135 -0.637 -0.063 -0.7519 3.1339 -0.4171
O 2.452 -0.926 0.032 0.7749 -0.8379 0.1256
C 0.740 0.698 -0.047 -1.0589 -3.3956 -0.2813
O 1.428 1.681 0.005 0.9959 1.5123 0.1401
N -0.643 0.563 -0.065 -1.3840 2.2114 0.0239
N -1.581 1.657 0.011 1.9500 0.7429 0.2724
H -2.602 -2.010 -0.246 -0.0524 0.3759 -0.0487
H -2.982 -0.309 -0.194 -0.0136 -0.7089 0.0523
H 0.180 -2.557 -0.202 -0.0875 0.6226 0.3958
H 2.832 -0.063 0.238 0.3044 0.2978 0.0705
H -1.293 2.133 0.887 -0.6431 -0.2493 -0.4175
H -1.286 2.374 -0.698 -0.3436 -1.1610 0.4963
```
Forces are in eV/Å.

Values from the calculation:
Maximum force in eV/A: 3.6
Spin multiplicity: 1
Highest occupied orbital energy in eV: -7.0
E_LUMO in eV: 0.710

Mulliken atomic charge list, values in e, 2 entries: N -0.4624; C 0.4981


# 4
A single C4H7NO molecule in a non-equilibrium geometry, computed with the ωB97M-V functional and the def2-TZVPD basis.

The geometry in XYZ format:
```
13
Properties=species:S:1:pos:R:3:forces:R:3
O 1.988 0.631 0.172 -0.0147 -0.0139 0.1807
C 0.833 0.236 -0.552 -0.3086 -0.0392 -0.2666
C -0.252 1.274 -0.284 0.0957 0.4456 -0.0908
N -1.086 0.964 0.620 -0.6091 -0.0049 -1.5041
C -1.211 -0.486 0.444 -0.3013 -0.4042 0.5609
C 0.150 -1.048 -0.031 -0.0597 0.1248 0.1320
H 1.710 0.780 1.088 0.1286 0.0002 -0.1971
H 1.154 0.190 -1.595 -0.0772 -0.1298 0.0715
H -0.462 2.159 -0.865 1.0986 0.8999 0.2944
H -1.956 -0.555 -0.365 0.1074 -0.3488 0.4942
H -1.649 -0.837 1.361 0.0217 -0.9843 0.2469
H 0.678 -1.488 0.820 0.1669 0.2039 -0.1818
H 0.103 -1.820 -0.812 -0.2480 0.2507 0.2596
```
Forces are in eV/Å.

Values from the calculation:
Maximum force in eV/A: 1.6
Spin multiplicity: 1
Highest occupied orbital energy in eV: -9.5
E_LUMO in eV: 0.753

Mulliken atomic charge list, values in e, 2 entries: O -0.5511; C 0.1262


# 5
A single C3H5NO molecule, computed with the ωB97M-V functional and the def2-TZVPD basis.

The geometry in XYZ format:
```
10
Properties=species:S:1:pos:R:3:forces:R:3
O 1.782 -0.333 1.124 -0.0383 0.1361 -0.4821
C 1.464 -0.303 -0.039 0.0404 -0.0594 0.2634
N 0.327 0.341 -0.562 0.2746 0.1391 0.0172
C -0.929 -0.405 -0.434 -0.2635 -0.2303 -0.0370
C -0.667 0.796 0.392 -0.0893 0.1290 0.1912
H 2.068 -0.761 -0.841 -0.0681 -0.0670 0.1584
H -0.872 -1.364 0.079 -0.0178 0.1271 -0.1094
H -1.599 -0.367 -1.289 0.1416 0.0299 0.1269
H -1.136 1.740 0.124 0.0740 -0.1808 0.0433
H -0.439 0.656 1.446 -0.0535 -0.0238 -0.1719
```
Forces are in eV/Å.

Values from the calculation:
Maximum force in eV/A: 0.5
Spin multiplicity: 1
Highest occupied orbital energy in eV: -10.1
E_LUMO in eV: 1.059

Mulliken atomic charge list, values in e, 2 entries: O -0.4815; C 0.1727


# 6
A molecular structure, C25H60B3N3O7 in a non-equilibrium geometry, computed with the ωB97M-V functional and the def2-TZVPD basis.

The geometry in XYZ format:
```
98
Properties=species:S:1:pos:R:3:forces:R:3
C -6.885 -3.935 0.228 -0.4033 -1.0618 0.0286
C -8.241 -4.581 0.681 0.6966 0.8426 0.5485
C -9.105 -3.588 1.548 -0.6985 -1.2304 -0.7147
C -10.215 -2.882 0.677 0.7127 0.3551 0.7221
C -10.195 -1.312 0.824 -0.9569 -0.7470 -0.3409
C -10.013 -0.544 -0.527 0.7545 -0.2987 0.3565
C -8.655 0.205 -0.686 -0.2388 0.7151 0.0457
C -8.237 1.081 0.525 0.7862 0.7087 -0.4223
C -6.829 1.777 0.298 -0.8761 -0.6263 0.1904
C -6.072 1.904 1.650 0.7628 0.6810 -0.5116
C -4.508 1.912 1.508 -0.3401 -0.0982 0.2352
B -3.904 0.495 1.103 0.3713 0.3793 -0.8191
O -4.760 -0.498 0.506 0.2801 0.0470 2.2861
B -4.914 -1.466 1.552 1.1493 0.0042 -0.6997
O -3.718 -2.009 2.055 -0.8757 1.8488 -1.2117
B -2.637 -1.341 1.382 1.4209 -0.7982 0.2654
C -1.524 -2.280 0.708 -0.5629 0.4306 -0.0134
C -2.141 -2.788 -0.657 0.1524 1.1266 0.4075
N -2.132 -1.717 -1.676 -0.3044 -0.5071 0.0177
O -2.568 0.087 1.327 -2.2070 -1.4831 0.0786
H -6.416 -4.597 -0.527 -0.1451 0.4527 0.2690
H -7.015 -2.929 -0.210 0.0898 -0.3903 0.3294
H -6.211 -3.940 1.104 -0.2242 0.4046 -0.4707
H -8.786 -4.933 -0.212 0.0151 0.1299 0.5488
H -7.997 -5.450 1.321 -0.0920 0.2310 -0.5243
H -8.470 -2.881 2.111 -0.2186 -0.2449 -0.4148
H -9.628 -4.222 2.296 0.3392 0.5098 -0.2149
H -11.194 -3.282 1.011 0.4590 0.2634 -0.3711
H -10.065 -3.186 -0.375 -0.1592 0.2641 0.4044
H -9.450 -1.066 1.599 -0.2765 0.1693 -0.4954
H -11.191 -1.031 1.228 0.6668 0.0225 -0.0487
H -10.846 0.171 -0.637 0.4039 -0.2161 -0.0884
H -10.066 -1.284 -1.355 -0.2288 0.5090 0.3784
H -8.781 0.905 -1.544 0.1885 -0.4384 0.3510
H -7.811 -0.459 -0.972 -0.5383 0.0886 0.3461
H -8.960 1.914 0.659 0.0640 -0.7155 0.1788
H -8.134 0.521 1.473 -0.3994 0.1076 -0.5799
H -6.995 2.779 -0.150 0.2253 -0.4730 0.2854
H -6.292 1.178 -0.460 0.0602 0.2546 0.5572
H -6.364 2.880 2.094 0.0897 -0.6165 -0.0145
H -6.326 1.121 2.390 -0.1798 0.2319 -0.5322
H -4.099 2.192 2.505 0.0740 -0.0641 -0.6451
H -4.212 2.706 0.794 0.0309 -0.3413 0.3131
H -5.996 -1.705 1.958 0.0233 -0.2537 0.1005
H -1.325 -3.182 1.320 0.0708 0.6011 -0.0654
H -0.602 -1.667 0.565 -0.4507 -0.8703 -0.0805
H -1.608 -3.669 -1.054 -0.2892 0.2771 0.3701
H -3.208 -3.016 -0.457 0.6143 -0.4320 -0.2993
H -3.033 -1.256 -1.681 0.1969 0.2147 -0.0589
H -1.405 -1.037 -1.497 -0.0841 0.0119 0.0332
C 5.932 -0.963 3.301 -0.1299 0.2657 0.0461
O 5.527 0.194 2.594 0.2557 -0.4103 0.0431
C 6.132 0.346 1.307 -0.5326 0.2213 -0.0295
C 5.154 0.005 0.188 0.1326 -0.2751 0.2243
N 4.867 -1.426 0.127 -0.2280 0.1451 0.0218
C 3.684 -1.793 -0.656 0.1465 -0.0873 0.1649
C 2.333 -1.136 -0.341 -0.0760 -0.1548 -0.1881
O 1.727 -1.540 0.877 0.1280 0.1447 -0.0714
C 2.301 -0.987 2.047 -0.1096 -0.1973 0.0286
H 5.645 -0.833 4.343 -0.0195 0.0386 -0.0177
H 5.437 -1.864 2.928 0.0974 -0.1429 -0.0089
H 7.017 -1.100 3.255 -0.0089 -0.0488 -0.0344
H 7.060 -0.227 1.224 -0.0723 -0.1428 0.0487
H 6.391 1.393 1.218 -0.0066 0.0194 0.0692
H 5.582 0.322 -0.766 0.0163 0.0008 0.0039
H 4.248 0.595 0.366 0.0139 0.1488 0.0041
H 4.751 -1.786 1.063 0.0196 0.0356 0.0329
H 3.557 -2.872 -0.536 -0.0502 0.0213 -0.0811
H 3.912 -1.620 -1.713 -0.0809 0.0857 -0.0153
H 1.639 -1.458 -1.123 0.0126 -0.0447 0.0268
H 2.369 -0.043 -0.408 0.1213 0.0449 0.1422
H 2.594 0.057 1.910 0.0967 -0.0379 -0.0281
H 3.155 -1.584 2.368 0.1380 0.1780 0.0828
H 1.559 -1.034 2.845 -0.1068 -0.0138 -0.1023
C 11.587 2.742 -3.150 0.0928 0.1038 0.2112
O 11.165 3.855 -2.381 -0.0041 -0.1395 -0.3566
C 10.374 4.799 -3.095 -0.2081 0.2741 0.3360
C 8.899 4.704 -2.719 0.1734 -0.2935 -0.1910
N 8.283 3.481 -3.229 -0.0210 0.0281 0.2658
C 6.998 3.129 -2.620 0.1493 -0.0977 -0.1148
C 6.889 3.016 -1.094 -0.2133 -0.0582 -0.0844
O 7.538 1.893 -0.517 0.3090 0.3895 -0.3766
C 8.949 1.989 -0.434 -0.0796 -0.2007 -0.0202
H 12.394 2.252 -2.606 -0.0150 0.0445 0.0385
H 10.785 2.012 -3.286 -0.0189 -0.0610 -0.1424
H 11.966 3.052 -4.128 -0.0475 -0.0196 -0.0175
H 10.523 4.716 -4.176 -0.0485 -0.1713 -0.0067
H 10.733 5.785 -2.793 -0.0070 0.0242 -0.0208
H 8.369 5.567 -3.133 -0.0056 0.0184 0.0158
H 8.844 4.765 -1.628 0.0400 0.1595 0.0587
H 8.918 2.707 -3.101 0.0536 0.0161 0.0013
H 6.713 2.161 -3.041 -0.0776 0.0386 0.0256
H 6.252 3.852 -2.965 -0.0206 0.0433 0.1042
H 5.827 2.876 -0.865 0.0157 -0.0356 -0.0145
H 7.184 3.936 -0.578 0.1748 0.0075 -0.0375
H 9.280 2.997 -0.172 0.0040 0.0179 -0.0997
H 9.406 1.669 -1.371 0.1847 0.1429 -0.0010
H 9.293 1.303 0.341 -0.1372 -0.0018 0.0542
```
Forces are in eV/Å.

Values from the calculation:
Maximum force in eV/A: 2.7
Spin multiplicity: 1
Highest occupied orbital energy in eV: -8.5
E_LUMO in eV: 0.629

Mulliken atomic charge list, values in e, 2 entries: C -0.4888; C -0.8752